1.
The following is a quantum chemistry calculation of an isolated molecule of C6H13FN2, from the OMol25 dataset.

Last column: natural (NBO) charge in e.
Atoms and positions in Å:
1 C -0.092 -1.815 0.036  -0.420
2 C 1.136 -1.012 0.344  -0.405
3 C -1.378 -1.049 0.381  -0.243
4 C 1.077 0.269 -0.531  -0.272
5 C -0.213 1.023 -0.193  0.343
6 C 2.253 1.150 -0.188  -0.616
7 N -1.429 0.118 -0.525  -0.291
8 N -2.702 0.786 -0.497  -0.683
9 F -0.239 1.369 1.246  -0.419
10 H -0.353 -2.218 -0.979  0.224
11 H -0.151 -2.828 0.583  0.210
12 H 1.039 -0.734 1.366  0.224
13 H 2.117 -1.681 0.137  0.219
14 H -2.309 -1.681 0.217  0.207
15 H -1.488 -0.689 1.427  0.180
16 H 1.265 0.210 -1.659  0.239
17 H -0.289 1.932 -0.677  0.167
18 H 2.195 1.380 0.841  0.211
19 H 2.135 2.150 -0.590  0.201
20 H 3.271 0.963 -0.376  0.222
21 H -2.529 1.752 -0.668  0.353
22 H -3.317 0.606 0.306  0.350

E_HOMO in eV: -8.09
E_LUMO in eV: 1.0350
SMILES: C[C@H]1CCCN(N)[C@H]1F
ΔE to the lowest compared entry with this formula, charge and spin in kcal per mole: 2.0

=====

2.
The following is a quantum chemistry calculation of a structure of composition C6H13I2OS, from the OMol25 dataset.

Last column: natural (NBO) charge in e.
Atoms and positions in Å:
1 C -1.226 -0.384 2.912  -0.644
2 C -1.458 0.703 1.886  -0.062
3 O -2.041 0.113 0.690  -0.523
4 C -1.746 0.691 -0.500  -0.108
5 S -0.865 -0.580 -1.601  0.594
6 C 0.655 -0.940 -0.648  -0.524
7 I 0.425 -2.889 0.169  0.262
8 C 1.937 -0.765 -1.460  -0.371
9 C 2.288 0.699 -1.654  -0.641
10 I 1.833 -1.803 -3.331  0.159
11 H -1.341 0.014 3.919  0.241
12 H -1.964 -1.174 2.781  0.241
13 H -0.234 -0.828 2.835  0.214
14 H -2.163 1.453 2.247  0.203
15 H -0.536 1.221 1.604  0.166
16 H -1.091 1.563 -0.437  0.206
17 H -2.638 0.910 -1.091  0.227
18 H -0.354 0.310 -2.478  0.166
19 H 0.648 -0.241 0.188  0.245
20 H 2.723 -1.292 -0.925  0.261
21 H 2.462 1.171 -0.684  0.228
22 H 3.193 0.803 -2.249  0.260
23 H 1.494 1.245 -2.172  0.200

E_HOMO in eV: -13.01
E_LUMO in eV: -3.6340
Total charge: +1
ΔE to the lowest compared entry with this formula, charge and spin in kcal per mole: 0.0

=====

3.
The following is a quantum chemistry calculation of a cluster of 2 separate species, C6H13IN3O2 in total, from the OMol25 dataset.

Last column: natural (NBO) charge in e.
Atoms and positions in Å:
1 C 0.493 0.378 0.127  0.922
2 C 2.681 1.640 0.127  0.138
3 C 0.061 -2.976 0.948  -0.652
4 C -1.738 -1.548 1.862  -0.661
5 C -1.392 -1.801 -0.763  -0.655
6 C -0.817 -1.783 0.709  0.343
7 N 1.640 0.915 -0.035  -0.422
8 N 0.556 4.538 -1.824  -0.134
9 N 0.054 5.328 -2.509  -0.237
10 O -0.444 1.117 -0.424  -0.634
11 O 0.301 -0.696 0.729  -0.493
12 I 2.619 4.534 -1.574  0.066
13 H 3.506 1.340 -0.478  0.206
14 H 2.802 2.454 0.769  0.212
15 H -0.544 -3.830 1.418  0.242
16 H 0.573 -3.311 0.011  0.233
17 H 0.824 -2.798 1.618  0.241
18 H -2.519 -2.195 1.750  0.242
19 H -2.048 -0.546 2.164  0.245
20 H -1.136 -2.061 2.538  0.233
21 H -1.967 -2.722 -0.967  0.264
22 H -2.045 -0.906 -0.957  0.189
23 H -0.601 -1.831 -1.548  0.239
24 H 0.489 6.049 -3.104  0.349
25 H -1.348 0.712 -0.584  0.523

E_HOMO in eV: -11.79
E_LUMO in eV: -3.8352
Total charge: +1
ΔE to the lowest compared entry with this formula, charge and spin in kcal per mole: 3.4

=====

4.
The following is a quantum chemistry calculation of a structure of composition C6H13N, from the OMol25 dataset.

Last column: natural (NBO) charge in e.
Atoms and positions in Å:
1 C -0.866 2.089 -1.849  -0.635
2 C -1.275 1.039 -0.767  -0.427
3 C -1.127 -0.411 -1.121  -0.657
4 C 0.229 -0.965 -1.082  -0.256
5 N 1.143 -1.177 0.080  -0.629
6 C 0.511 -1.077 1.364  -0.245
7 C 1.549 -1.141 2.491  -0.600
8 H -0.920 1.645 -2.851  0.200
9 H 0.159 2.460 -1.737  0.181
10 H -1.500 2.984 -1.931  0.167
11 H -0.567 1.225 0.072  0.154
12 H -2.187 1.459 -0.325  0.177
13 H -1.964 -1.088 -1.254  0.172
14 H 0.885 -0.072 -0.535  0.367
15 H 0.737 -1.385 -1.960  0.152
16 H -0.149 -1.962 1.491  0.152
17 H -0.104 -0.189 1.544  0.167
18 H 1.052 -1.337 3.448  0.179
19 H 2.303 -1.896 2.261  0.199
20 H 2.090 -0.202 2.662  0.183

E_HOMO (alpha / beta) in eV: -0.84 / -0.97
Expectation value of S²: 0.759
E_LUMO (alpha / beta) in eV: 4.2247 / 4.2315
Spin multiplicity: 2
Total charge: -1
ΔE to the lowest compared entry with this formula, charge and spin in kcal per mole: 89.4

=====

5.
The following is a quantum chemistry calculation of an isolated molecule of C6H13N, from the OMol25 dataset.

Last column: natural (NBO) charge in e.
Atoms and positions in Å:
1 C -0.026 0.158 -0.688  -0.373
2 C -1.092 0.974 0.076  -0.457
3 C -2.390 0.851 -0.703  -0.180
4 C -2.616 1.718 -1.697  -0.419
5 C 1.223 -0.150 0.200  -0.220
6 N 1.027 -1.135 1.195  -0.630
7 C 2.225 -1.917 1.401  -0.410
8 H -0.429 -0.823 -0.840  0.198
9 H 0.220 0.662 -1.623  0.199
10 H -0.512 1.908 -0.061  0.214
11 H -1.076 0.625 1.130  0.210
12 H -3.178 0.078 -0.506  0.220
13 H -3.334 1.431 -2.533  0.190
14 H -2.029 2.553 -2.097  0.195
15 H 1.541 0.933 0.578  0.151
16 H 1.932 -0.367 -0.583  0.199
17 H 0.979 -0.626 2.080  0.359
18 H 2.221 -2.292 2.540  0.187
19 H 2.114 -2.984 0.825  0.184
20 H 3.200 -1.598 1.307  0.184

E_HOMO in eV: -9.13
E_LUMO in eV: 1.1000
SMILES: C=CCCCNC
ΔE to the lowest compared entry with this formula, charge and spin in kcal per mole: 64.1

=====

6.
The following is a quantum chemistry calculation of an isolated molecule of C6H13N, from the OMol25 dataset.

Last column: natural (NBO) charge in e.
Atoms and positions in Å:
1 C -0.383 1.621 -0.491  -0.625
2 C -1.404 0.632 0.003  -0.036
3 C -0.779 -0.486 0.845  -0.448
4 C 0.329 -1.279 0.238  -0.195
5 C 1.599 -0.890 0.181  -0.166
6 C 2.608 -1.554 -0.713  -0.637
7 N -2.398 1.377 0.809  -0.844
8 H -0.707 2.550 -0.954  0.213
9 H 0.315 1.190 -1.218  0.216
10 H 0.228 1.963 0.357  0.206
11 H -1.982 0.240 -0.843  0.163
12 H -0.402 0.071 1.713  0.218
13 H -1.591 -1.120 1.201  0.209
14 H 0.124 -2.266 -0.156  0.190
15 H 1.852 0.106 0.542  0.189
16 H 3.600 -1.592 -0.265  0.211
17 H 2.700 -0.919 -1.593  0.215
18 H 2.276 -2.542 -1.024  0.211
19 H -3.169 0.825 1.164  0.355
20 H -2.816 2.074 0.204  0.353

E_HOMO in eV: -9.08
E_LUMO in eV: 1.1395
SMILES: C/C=C/C[C@H](C)N
ΔE to the lowest compared entry with this formula, charge and spin in kcal per mole: 14.5

=====

What maximum force values result from the calculations? In sequence: 4.380, 0.213, 3.543, 1.479, 7.115, 1.488 eV/A.